3 unconnected molecules or ions with the total composition C3H12N2O2. Source: OMol25; level of theory: ωB97M-V/def2-TZVPD.

Results
Charge: 0
LUMO energy (eV): 0.5
SMILES: C/C(N)=C/N.O.O
Electronic energy (Eh): -381.42975
Spin multiplicity: 1
F_max (eV Å⁻¹): 4.531

Last column: Mulliken charge in e.
Geometry (Å):
C  -1.4707  0.0336  1.1916  -0.970
C  -0.8310  -0.6432  0.0059  0.191
C  -1.5395  -0.8603  -1.1297  -0.236
N  -0.9416  -1.1899  -2.3678  -0.456
N  0.4766  0.0168  -0.1072  -0.569
H  -2.3436  -0.5727  1.5168  0.367
H  -0.8032  -0.1402  2.0422  0.255
H  -1.5913  1.1406  1.0369  0.279
H  -2.5842  -1.1295  -1.0609  0.318
H  0.0378  -1.0297  -2.5405  0.191
H  -1.5956  -1.0279  -3.1167  0.223
H  0.8073  0.0439  -1.0677  0.124
H  0.5315  1.0092  0.1544  0.333
H  1.8497  -0.3676  1.5769  0.370
H  1.2575  -1.6022  2.0948  0.297
O  2.1097  -1.1518  2.0864  -0.682
H  1.9286  3.2408  0.6630  0.326
H  1.6100  2.3666  -0.6629  0.323
O  1.3412  3.0656  -0.0723  -0.684